C25H32N4O3 in the gas phase. Source: OMol25; level of theory: the ωB97M-V functional and the def2-TZVPD basis.

Properties
Energy above the lowest of the compared OMol25 structures with the same formula, charge and spin = 20.12 kJ/mol
SMILES = Cc1ccc(N(CC(=O)NC2CCCC2)C(=O)CCCC(=O)Nc2ccccn2)cc1C

```
! RIJCOSX wB97M-V def2-TZVPD def2/J DEFGRID3
* xyz 0 1
C 2.941 0.908 0.815
C 0.990 -2.591 1.862
C 3.912 1.483 -0.011
H 5.977 1.764 -0.493
N 0.248 -2.011 0.938
N -0.197 -1.376 -1.194
H -1.859 -1.360 -3.854
H 5.600 0.194 0.227
H -4.739 -2.409 1.970
C -1.368 -0.657 -3.177
H -4.787 -0.820 3.856
N -0.181 2.128 -0.756
C -0.044 1.503 -3.134
C -3.019 -1.452 1.066
C -0.954 2.555 0.405
H -1.977 -1.299 1.348
C 3.339 0.088 2.002
C -0.172 -1.360 -2.560
H -3.096 -0.379 3.543
H 2.778 -3.664 2.373
H -0.274 2.998 1.133
C -4.442 0.314 2.017
C 0.686 -1.998 -0.317
C 1.904 -2.558 -0.700
C -1.716 1.404 1.088
H 2.461 -0.255 2.541
H 3.613 -3.619 0.021
C 1.598 1.116 0.539
H -4.202 1.335 2.310
C 2.166 2.510 -1.329
C -4.030 -0.699 3.083
H -0.998 -0.984 -0.714
C -3.787 -1.971 2.278
H 1.875 3.168 -2.132
H 3.918 -0.781 1.691
C 3.504 2.282 -1.070
C -0.906 0.563 -3.981
H 0.853 0.668 1.178
H -1.678 3.306 0.070
O -1.421 1.014 2.198
H 0.244 2.360 -3.748
O -2.021 2.270 -2.027
C 1.201 1.901 -0.537
H -2.868 1.390 -0.561
H 5.643 1.632 1.237
H -5.515 0.256 1.831
C -0.825 2.014 -1.942
H 0.861 0.989 -2.812
H 2.220 -2.521 -1.728
C 2.207 -3.193 1.589
H -1.782 1.101 -4.344
N -2.702 0.909 0.317
H -3.223 -2.720 2.830
H -0.317 0.226 -4.834
H -3.059 -2.139 0.220
C 5.368 1.258 0.251
C 2.666 -3.167 0.279
O 0.719 -1.837 -3.225
C -3.670 -0.092 0.740
H 3.959 0.675 2.679
H -2.083 -0.352 -2.413
H 4.248 2.750 -1.698
H -4.366 -0.196 -0.097
H 0.580 -2.569 2.863
*
```

---

A molecular structure, C25H32N5OPSn. Source: OMol25; level of theory: the ωB97M-V functional and the def2-TZVPD basis.

Properties
Energy above the lowest of the compared OMol25 structures with the same formula, charge and spin = 0.00 kJ/mol

```
! RIJCOSX wB97M-V def2-TZVPD def2/J DEFGRID3
* xyz 2 1
H 4.242 -1.096 -1.281
C 1.186 -1.584 -2.457
H 5.122 0.468 2.581
H -3.650 -0.526 1.463
C 0.713 1.208 3.534
O 4.255 0.392 2.164
H -0.956 1.563 -1.695
H -5.025 0.664 -2.278
H -2.995 1.625 -2.935
C 1.659 0.577 -1.170
C -3.983 -1.403 -1.041
H 0.747 -3.289 -3.677
N 1.078 2.145 2.632
C -3.519 0.244 0.703
H -0.618 -1.279 -1.108
C -1.589 -1.215 -0.625
C 2.259 -1.881 1.355
C 0.948 -0.098 -4.796
C 2.229 0.213 -0.016
H -1.557 -0.348 -3.084
Sn 2.830 1.936 1.170
C -0.510 2.795 4.844
H 0.956 4.148 2.110
C 1.367 -0.197 -2.406
C 2.770 -1.135 0.287
H 4.119 -0.533 1.883
C 3.792 -3.678 0.880
H -1.482 2.427 6.613
H -4.712 -1.669 -1.806
H -4.541 1.885 -1.076
C 0.768 -1.475 -4.832
P -1.693 0.385 0.322
H 1.373 1.627 -1.278
C 0.641 3.404 2.833
H 4.183 -4.663 1.104
H 1.450 -1.467 1.952
C 1.236 0.531 -3.591
H 2.343 -3.721 2.464
N -2.937 0.984 -2.144
H -0.315 0.684 5.320
H 1.070 0.199 3.354
H 1.382 1.608 -3.572
C 3.823 -1.673 -0.463
H -1.544 4.058 6.086
C -2.565 -0.419 -2.676
C -0.061 1.477 4.626
N -2.645 -1.381 -1.635
C 4.327 -2.933 -0.168
H 0.875 0.485 -5.707
H 0.544 -1.972 -5.770
H -4.013 -2.155 -0.257
H -1.650 -2.036 0.090
C -0.148 3.766 3.889
N -4.342 -0.102 -0.471
H 5.137 -3.339 -0.762
H -3.877 1.180 1.134
H -3.278 -0.635 -3.471
C 0.884 -2.213 -3.658
N -1.246 3.114 5.920
H -0.468 4.795 3.997
C -4.325 0.899 -1.480
C 2.760 -3.149 1.643
C -1.906 1.486 -1.167
H 1.286 -2.182 -1.557
H -2.202 2.480 -0.840
*
```

---

A molecular structure, C25H32O3RhS2Si. Source: OMol25; level of theory: the ωB97M-V functional and the def2-TZVPD basis.

Properties
Energy above the lowest of the compared OMol25 structures with the same formula, charge and spin = 0.00 kJ/mol

```
! RIJCOSX wB97M-V def2-TZVPD def2/J DEFGRID3
* xyz 1 1
C -4.077 -0.956 1.339
H -4.648 -3.016 1.283
H -0.465 -4.396 2.424
Si 0.221 1.861 -1.199
O 1.284 0.109 1.179
C 0.300 3.142 0.185
H -6.040 1.568 2.522
C 0.389 4.981 2.305
C -5.731 0.559 2.278
H -2.603 -0.341 3.755
H -0.928 0.979 5.113
S 1.751 -0.033 2.625
C 1.985 -2.103 4.339
C 0.661 0.946 3.722
H -3.053 1.996 3.744
C -6.183 -1.796 2.155
H -2.285 -0.557 -1.462
C -1.025 2.228 -2.523
C -4.488 0.317 1.709
Rh -0.592 0.782 0.600
H 0.037 -2.129 1.538
H -2.004 2.446 -2.099
C 1.492 4.183 2.033
C -6.578 -0.514 2.512
H 2.545 1.040 -1.007
H -1.905 -2.272 -1.229
H 2.169 -3.718 5.732
C -4.943 -2.015 1.567
C -0.802 3.963 0.483
H -1.613 5.506 1.731
H 0.427 5.699 3.114
H -7.551 -0.346 2.953
H -1.697 3.893 -0.122
H 0.524 1.883 3.175
C 0.484 -2.479 2.463
H -1.534 -0.310 2.403
C 1.859 1.262 -1.823
H -3.100 -1.109 0.893
H -1.640 2.396 2.771
H 2.315 2.006 -2.481
C 0.211 -3.747 2.964
C -0.640 0.356 4.260
O -2.535 1.406 0.263
C 1.443 3.269 0.989
H 1.721 0.346 -2.401
H 0.582 -5.172 4.521
C -2.404 1.631 2.943
H -0.702 3.077 -3.130
C 0.802 -4.183 4.141
S -3.442 1.729 1.457
H 2.699 -1.469 4.851
C -1.821 0.262 3.292
H -1.128 1.366 -3.186
H -6.851 -2.629 2.326
O -1.068 -1.045 0.166
H -0.443 -0.636 4.670
H 2.311 2.654 0.783
C 1.692 -3.366 4.828
H 1.326 1.176 4.558
C -1.498 -1.258 -1.157
C 1.360 -1.676 3.173
H -0.671 -1.182 -1.875
H 2.392 4.280 2.627
C -0.759 4.872 1.528
*
```

---

A molecular structure, C25H33AsPSSe2Tl. Source: OMol25; level of theory: the ωB97M-V functional and the def2-TZVPD basis.

Properties
Energy above the lowest of the compared OMol25 structures with the same formula, charge and spin = 14.90 kJ/mol

```
! RIJCOSX wB97M-V def2-TZVPD def2/J DEFGRID3
* xyz 2 1
C 4.670 -0.064 -0.780
H -2.805 -0.924 0.872
C 3.394 0.166 -1.285
S -1.171 2.569 -0.286
C 4.860 -0.324 0.573
C 0.561 -2.002 2.006
H -1.262 -1.595 3.084
H 0.939 2.390 3.048
C -3.426 1.929 -2.711
H -4.029 4.371 -0.618
C 3.779 -0.373 1.443
H -2.693 5.498 -0.961
C 2.331 0.136 -0.400
H 3.258 0.381 -2.337
C 1.276 0.330 3.581
H 2.102 1.674 7.099
C -1.088 3.909 -3.369
C 1.625 -0.556 4.600
C 1.921 -0.067 5.863
H 5.859 -0.491 0.951
C 1.872 1.298 6.112
H -0.631 -2.362 -4.567
H 0.328 -2.661 -3.129
P 0.946 -0.233 1.901
H -2.008 -3.944 3.079
C 1.346 -2.986 1.414
H 1.537 -5.072 0.962
H -4.187 1.705 -1.966
H -3.420 -0.533 -0.757
C -1.709 -2.024 -2.732
H -1.667 4.317 -4.197
C 2.495 -0.148 0.952
C -0.291 -4.652 1.998
H -2.399 -1.232 -3.016
H 2.295 -2.730 0.960
Tl 0.226 0.512 -0.763
Se 0.402 -0.253 -3.770
H -0.353 1.366 -5.518
C 1.523 2.182 5.099
H -3.898 2.294 -3.623
H 5.522 -0.024 -1.446
C 0.917 -4.308 1.413
H -3.653 -2.172 -0.074
H 3.928 -0.584 2.495
C -0.655 -2.354 2.601
H -3.898 5.139 -2.225
C 1.220 1.700 3.837
H -0.458 4.682 -2.935
H -2.837 1.039 -2.923
C -2.996 -1.309 -0.127
As -2.266 3.276 -1.997
C -1.076 -3.674 2.601
C -0.755 0.412 -5.187
C -0.433 -2.007 -3.556
H 1.664 -1.621 4.410
H 1.483 3.245 5.296
H -0.702 -0.292 -6.014
Se -1.279 -1.880 -0.832
C -3.342 4.733 -1.380
H -0.618 -5.684 2.000
H -1.784 0.532 -4.861
H -0.467 3.085 -3.714
H 2.191 -0.753 6.655
H -2.213 -2.984 -2.852
*
```

---

4 unconnected molecules or ions with the total composition C25H33Br2FN3O8P in a non-equilibrium geometry. Source: OMol25; level of theory: the ωB97M-V functional and the def2-TZVPD basis.

Properties
Electronic energy = -199403.4908 eV
SMILES = C/C(Br)=C(\Br)[C@]1(CC(=O)F)C(=O)O[C@](O)(CCCCO)[C@@H]1P(=O)(O)O.c1cc[nH]c1.c1cc[nH]c1.c1cc[nH]c1

```
! RIJCOSX wB97M-V def2-TZVPD def2/J DEFGRID3
* xyz 0 1
H -4.914 0.513 0.050
H 4.910 2.413 -0.023
H -0.429 -0.903 1.628
C 4.760 -1.103 3.404
C -4.410 1.040 -4.705
H -4.716 2.830 -3.678
C 0.614 3.339 -4.199
Br -0.833 3.694 -1.572
C -1.227 -3.755 5.460
C 0.055 -3.950 4.874
H 1.358 2.779 -3.653
O 1.927 1.393 1.695
F -5.447 0.541 -3.984
C 3.020 -1.679 4.687
H 1.813 -0.599 2.179
C -3.873 2.262 -4.034
H 3.815 -1.392 -1.380
O -1.774 -1.902 -2.021
H -3.770 0.049 -2.556
H -0.195 0.737 -0.407
C -0.069 -3.711 3.532
H 5.541 -0.002 0.175
C 4.777 -2.465 3.523
H 0.548 4.354 -3.852
N -1.374 -3.383 3.285
C -3.543 2.789 -1.700
H 2.874 1.291 1.726
C -0.088 0.129 1.624
H -1.036 -2.065 -1.431
H -0.391 0.546 2.574
Br -1.165 1.727 -5.666
N 4.422 1.682 -0.504
C 3.671 -2.832 4.338
O -0.204 0.042 -2.614
H -1.486 -3.862 6.499
P -1.540 -0.528 -2.767
H 3.434 0.331 4.209
C 4.726 0.349 -0.434
H -3.403 2.849 -4.801
H 5.499 -3.127 3.075
O -4.073 0.494 -5.738
H 3.386 -3.827 4.634
H -0.944 1.871 0.727
O -4.084 3.866 -1.767
C -2.882 0.588 -2.257
H -2.630 -1.531 -4.282
H 5.410 -0.428 2.876
H -2.055 -0.861 0.106
C 3.839 -0.326 -1.231
H 2.120 0.456 -2.449
H -2.687 0.277 1.238
H 0.915 3.373 -5.234
C 1.393 0.093 1.452
H -3.137 -3.179 4.469
O -1.890 -0.914 -4.262
H 2.929 2.844 -1.484
H 1.670 -0.264 0.466
C -2.179 0.192 0.287
C -1.511 2.693 -3.040
C 3.338 1.863 -1.320
C -0.708 2.671 -4.110
H 2.143 -1.512 5.286
O -3.468 2.095 -0.528
H 0.960 -4.235 5.382
C -3.136 0.747 -0.737
C 2.955 0.637 -1.792
O -4.359 -0.006 -0.531
C -2.881 2.011 -2.878
C -0.817 0.836 0.468
H -1.753 -3.157 2.386
N 3.690 -0.633 4.117
H 0.655 -3.750 2.736
C -2.086 -3.408 4.454
*
```

---

8 unconnected molecules or ions with the total composition C25H33ClO23 in a non-equilibrium geometry. Source: OMol25; level of theory: the ωB97M-V functional and the def2-TZVPD basis.

Properties
Electronic energy = -86075.9224 eV
SMILES = O=C1CC[C@H](Cl)O1.O=C1OCCO1.O=C1OCCO1.O=C1OCCO1.O=C1OCCO1.O=C1OCCO1.O=C1OCCO1.O=C1OCCO1

```
! RIJCOSX wB97M-V def2-TZVPD def2/J DEFGRID3
* xyz 0 1
O 3.070 0.194 5.306
O 3.315 0.552 -0.162
H 0.329 -7.649 4.243
O -1.017 -0.666 -7.156
H 1.687 -0.702 6.589
H -1.854 -2.483 -6.654
H -2.747 -1.215 -9.300
C -0.242 -5.612 3.719
Cl 3.954 3.518 -6.273
O -3.146 -0.164 -7.573
H 1.290 -2.317 4.358
O 4.055 0.932 -2.231
H 0.678 1.494 -3.763
C 3.949 3.705 -3.561
O -0.480 1.977 -2.136
H 4.570 3.060 1.413
C 3.948 1.273 -1.095
C 1.867 -0.566 5.527
H -6.934 0.407 3.534
C 3.665 -0.282 4.191
H -1.320 0.593 2.936
C -6.607 2.469 2.905
C 3.050 3.368 -4.747
H 4.369 0.648 1.611
H 4.563 2.913 -3.187
H -6.611 3.023 1.965
C -0.379 1.579 -3.506
O 0.458 -4.890 4.746
C -0.624 0.866 -1.390
H -1.259 -5.827 4.029
H 2.966 3.210 0.667
H 0.640 -7.231 2.547
O 1.914 -6.367 3.945
O 4.572 0.246 3.629
C -6.519 0.971 2.698
O -0.867 -0.217 -2.175
C -2.049 -2.274 3.976
O -5.103 0.757 2.655
O -0.525 0.841 -0.207
C -4.497 1.775 3.316
O 1.997 6.363 -3.580
C -2.899 -1.409 -8.238
O 4.417 2.433 -0.580
C 2.852 4.244 -2.634
C 1.748 -5.291 4.742
C -1.976 0.285 -7.068
H -0.266 -5.002 2.815
H -3.744 -2.080 -8.115
H -0.984 -2.464 -8.200
C -2.226 -1.157 2.025
H -3.175 -0.626 2.019
H 2.098 3.469 -2.515
O 2.056 4.383 -4.747
O 2.619 -4.763 5.354
O -2.408 -2.424 2.681
O -5.388 2.751 3.601
O -3.349 1.807 3.606
H -0.665 -0.441 -4.247
C -1.640 -1.895 -7.548
C -1.085 0.250 -3.522
H -7.464 2.771 3.500
C 0.619 -6.847 3.563
H 3.137 4.641 -1.677
O 3.082 -1.419 3.778
C 2.170 -1.861 4.800
H 2.657 1.071 1.746
H -0.846 2.309 -4.159
C 3.542 1.156 1.121
H -1.887 -1.297 1.002
H 4.473 4.598 -3.883
H 2.609 2.395 -4.596
O -2.227 -3.089 4.823
H -6.983 0.635 1.775
C 3.860 2.586 0.741
C 2.246 5.183 -3.637
C -1.198 -0.483 2.895
H 2.671 -2.584 5.426
O -1.811 1.367 -6.608
H -2.157 0.351 -3.700
H -0.178 -0.720 2.586
O -1.449 -1.082 4.177
H 1.027 -0.021 5.091
*
```

---

A molecular structure, C25H33CoI2NOP3 in a non-equilibrium geometry. Source: OMol25; level of theory: the ωB97M-V functional and the def2-TZVPD basis.

Properties
Energy above the lowest of the compared OMol25 structures with the same formula, charge and spin = 125.11 kJ/mol

```
! RIJCOSX wB97M-V def2-TZVPD def2/J DEFGRID3
* xyz 2 5
H -0.336 1.353 5.934
C -0.176 0.328 -5.395
H -1.422 2.827 -2.750
C 4.584 2.478 -1.434
H -1.810 -0.234 -1.986
H -5.697 -1.360 -0.027
C -5.681 0.103 1.571
C -3.482 0.951 2.179
C 5.129 0.143 -2.791
H 3.707 -1.106 -0.188
C -1.087 -4.397 1.166
C -5.086 -0.729 0.614
H -1.092 0.555 -5.954
H 6.134 0.387 -2.423
C -1.100 -3.043 0.842
H -6.772 0.093 1.691
H 1.078 1.574 1.188
C 1.561 2.132 3.223
C -0.880 -2.485 3.198
H -0.979 -5.872 2.724
C -0.285 0.694 2.604
C -1.651 -0.322 -3.066
H -0.795 -1.756 4.004
C -3.691 -0.768 0.479
P -0.357 0.825 -3.608
C -2.871 0.023 1.307
H -1.343 -1.354 -3.295
H -0.374 3.175 -4.168
P -1.086 -0.343 1.391
H 5.270 -0.199 -0.034
H 4.333 3.037 -2.358
I 2.037 3.127 -3.228
H 5.022 -0.942 -2.888
C 0.821 -0.662 -0.472
H -1.722 0.294 4.187
C -1.134 2.481 -3.753
H -0.718 -4.175 4.535
H -2.582 -0.090 -3.604
H -1.172 -5.113 0.352
H 0.672 0.863 -5.845
C 1.140 2.102 4.556
H 4.094 2.953 -0.584
H -2.885 1.682 2.728
C -0.754 0.723 3.930
C -0.838 -3.845 3.502
C -4.879 0.966 2.325
H 0.025 -0.752 -5.435
Co 1.572 0.610 -1.987
H 2.448 2.681 2.933
P 3.871 0.812 -1.634
C -0.005 1.383 4.904
H 3.753 0.440 0.707
C -0.973 -2.081 1.854
H 1.706 2.653 5.306
N -0.246 -0.047 -0.050
C 4.186 -0.117 -0.133
C -0.971 -4.806 2.497
H -3.227 -1.402 -0.280
H -1.175 -2.715 -0.198
O 1.539 -1.652 -0.330
H -2.004 2.432 -4.427
I 2.504 -0.641 -4.289
C 0.839 1.454 2.244
H 4.992 0.593 -3.781
H -5.355 1.641 3.034
H 5.677 2.439 -1.316
*
```